(1)
Molecular formula: C6H18KO6
Method: DFT, wB97M-V/def2-TZVPD

Total charge = +1
LUMO energy = -3.320 eV
Energy = -1290.5649 Ha
HOMO-LUMO gap = 0.3671 Eh
Highest occupied orbital energy = -13.31 eV

Each line ends with the Mulliken charge.
Geometry (Å):
K 0.44 -1.27 -1.10  0.965
C -0.93 -0.06 2.15  -0.053
C -1.73 0.81 3.10  -0.673
O -3.12 0.72 2.95  -0.487
O -0.84 0.48 0.81  -0.398
H -1.37 -1.06 2.11  0.295
H 0.09 -0.16 2.51  0.150
H -1.37 1.84 3.01  0.307
H -1.49 0.48 4.11  0.380
H -3.40 1.07 2.10  0.310
H -1.73 0.61 0.49  0.186
C 3.10 -0.45 1.00  -0.416
C 4.42 -1.11 1.31  -0.423
O 4.22 -1.65 2.61  -0.537
O 2.01 -1.42 1.10  -0.530
H 3.09 0.01 0.02  0.437
H 2.94 0.30 1.78  0.247
H 5.19 -0.33 1.30  0.329
H 4.71 -1.89 0.61  0.283
H 5.05 -1.98 2.97  0.299
H 2.14 -1.78 1.98  0.298
C -1.44 1.14 -3.68  -0.449
C -2.72 0.68 -4.34  -0.396
O -2.97 -0.70 -4.18  -0.469
O -1.31 0.63 -2.33  -0.405
H -1.41 2.23 -3.66  0.280
H -0.57 0.78 -4.22  0.306
H -2.64 0.86 -5.41  0.334
H -3.56 1.28 -3.97  0.284
H -2.69 -0.97 -3.30  0.300
H -2.09 0.89 -1.83  0.245

(2)
Molecular formula: C21H22BBr4N6O2Pd
Method: DFT, wB97M-V/def2-TZVPD

Total charge = -1
LUMO energy (spin up / spin down) = 2.348 / 1.508 eV
Multiplicity = 3
Energy = -11741.2792 Ha
HOMO-LUMO gap (spin up / spin down) = 0.2114 / 0.1893 Eh
Highest occupied orbital energy (spin up / spin down) = -3.41 / -3.64 eV

Each line ends with the Mulliken spin population.
Geometry (Å):
Pd 0.49 -1.47 0.25  0.758
C 3.33 -2.66 1.42  0.041
C 3.42 -1.25 0.92  0.010
C 4.48 -0.36 0.80  0.010
C 3.85 0.87 0.43  -0.007
C 4.32 2.26 0.30  0.001
N 2.53 0.69 0.25  0.004
N 2.25 -0.71 0.46  0.080
B 1.32 1.60 -0.14  -0.027
N 0.26 1.44 0.97  0.018
N 0.34 0.17 1.69  -0.003
C -0.67 0.18 2.53  0.009
C -0.91 -0.99 3.39  -0.001
C -1.39 1.37 2.47  0.007
C -0.78 2.12 1.42  0.000
C -1.07 3.48 0.92  -0.001
N 0.81 0.93 -1.43  -0.001
N 0.40 -0.41 -1.45  0.072
C 0.03 -0.70 -2.71  -0.009
C -0.29 -2.07 -3.25  -0.001
C 0.11 0.47 -3.52  0.001
C 0.62 1.48 -2.67  0.001
C 0.93 2.88 -2.97  0.001
H 2.66 -2.60 2.32  -0.005
H 4.27 -3.11 1.66  0.000
H 2.81 -3.27 0.63  0.003
H 5.53 -0.56 0.91  0.002
H 5.42 2.30 0.43  0.000
H 3.87 2.89 1.08  0.000
H 3.95 2.70 -0.65  0.000
H 1.61 2.82 -0.31  0.000
H -1.98 -1.23 3.37  0.000
H -0.58 -0.71 4.40  0.000
H -0.22 -1.83 3.05  0.023
H -2.22 1.73 3.11  -0.001
H -1.63 4.09 1.63  0.000
H -1.63 3.40 0.00  0.000
H -0.13 3.98 0.70  0.000
H 0.64 -2.67 -3.49  -0.001
H -1.04 -1.87 -4.04  0.000
H -0.73 -2.63 -2.40  0.001
H -0.14 0.63 -4.56  0.001
H 0.75 3.16 -4.02  0.000
H 1.94 3.10 -2.69  0.000
H 0.33 3.54 -2.30  0.000
Br -7.00 -0.91 0.40  0.005
C -5.24 -1.60 0.36  0.023
C -4.89 -2.96 0.04  0.130
Br -6.29 -4.13 -0.36  0.019
C -3.59 -3.28 -0.20  0.034
Br -3.03 -5.13 -0.17  0.003
C -2.53 -2.24 -0.12  0.193
O -1.28 -2.53 -0.07  0.270
C -2.95 -0.83 -0.12  0.021
O -2.33 0.11 -0.66  0.187
C -4.26 -0.65 0.49  0.119
Br -4.45 0.97 1.50  0.008